The following is a DFT calculation (the ωB97M-V functional and the def2-TZVPD basis) of a molecular structure, C84H174B5F20N18 in a non-equilibrium geometry.

Last column: Mulliken charge in e.
Cartesian coordinates (Å):
C 19.19418 22.14082 23.65342  -1.330
C 20.30918 23.01426 23.25177  -0.094
N 21.39242 23.00195 24.27548  0.245
C 22.41300 23.97155 24.42610  -0.518
C 23.26885 23.56959 25.34925  -0.288
N 22.85226 22.30268 25.79604  0.151
C 21.70499 22.04870 25.17555  -0.226
C 23.46156 21.54271 26.81765  -0.712
H 18.59606 22.48340 24.47990  0.353
H 19.48070 21.08526 23.68740  0.372
H 18.45922 22.13656 22.81395  0.374
H 20.01022 24.09963 23.14981  0.329
H 20.77726 22.70042 22.30111  0.252
H 22.52343 24.89017 23.85390  0.403
H 24.22928 23.97354 25.73352  0.385
H 21.12775 21.14805 25.25888  0.390
H 24.37222 21.98677 27.11629  0.301
H 23.60229 20.55554 26.39358  0.336
H 22.70055 21.46042 27.59804  0.292
C 27.27637 16.40670 27.16615  -1.101
C 27.34926 17.94051 27.24818  -0.390
N 26.76183 18.42617 28.49255  0.217
C 25.45364 18.29728 28.88990  -0.389
C 25.34526 18.61865 30.17864  -0.510
N 26.62973 19.10584 30.52987  0.078
C 27.39175 18.98062 29.51674  0.042
C 26.81239 19.78022 31.85619  -0.896
H 27.63311 16.05349 26.17526  0.360
H 26.23536 15.97576 27.31754  0.297
H 27.93462 15.87348 27.84383  0.376
H 26.74136 18.37437 26.40092  0.223
H 28.34884 18.42629 27.18400  0.362
H 24.56023 18.00268 28.30583  0.465
H 24.45150 18.74392 30.82745  0.383
H 28.45470 19.22205 29.53143  0.412
H 27.66609 20.46004 31.84645  0.364
H 26.90310 18.99129 32.53021  0.350
H 25.98894 20.41894 31.99268  0.357
C 14.31365 32.10066 20.89291  -0.898
C 15.30424 32.95866 21.96091  -0.321
N 16.80856 32.42739 21.97573  0.055
C 17.45824 31.85650 21.01189  -0.513
C 18.94957 32.22538 21.24408  0.103
N 18.92344 32.67168 22.67622  -0.024
C 17.69210 32.92925 23.00727  -0.294
C 20.20014 33.22392 23.07160  -0.872
H 13.58270 32.81218 20.49373  0.353
H 14.07307 31.18667 21.37925  0.335
H 15.08390 31.73247 20.18022  0.229
H 15.12652 33.08109 23.00362  0.352
H 15.26733 33.97048 21.50615  0.295
H 17.05251 31.20041 20.27480  0.399
H 19.88346 31.64943 21.09150  0.396
H 17.31391 33.48360 23.84600  0.366
H 20.46578 33.95204 22.27069  0.347
H 20.90060 32.37230 23.18151  0.284
H 20.06190 33.67778 24.07507  0.347
C 17.28276 7.43389 25.39521  -1.018
C 15.85944 7.71731 25.88101  -0.422
N 14.67278 7.20346 25.09234  0.144
C 13.70640 6.31640 25.60096  -0.245
C 12.88129 6.09274 24.50974  -0.615
N 13.27720 6.95016 23.44905  0.248
C 14.38005 7.51124 23.85172  -0.392
C 12.52748 7.12954 22.19263  -0.524
H 17.66478 6.50679 25.83894  0.323
H 17.94687 8.27172 25.80523  0.301
H 17.38717 7.39835 24.33267  0.369
H 15.72881 8.73698 25.89202  0.363
H 15.71249 7.29601 26.87126  0.285
H 13.63316 5.96581 26.65058  0.396
H 12.01070 5.52780 24.43364  0.468
H 14.95775 8.18546 23.29993  0.586
H 12.87222 7.98018 21.65905  -0.034
H 11.51165 7.26507 22.53391  0.361
H 12.62104 6.25501 21.51743  0.306
C 26.56931 25.74068 10.11895  -1.110
C 25.90332 26.65153 9.06720  -0.196
N 24.53576 26.18870 8.34977  0.099
C 23.77664 25.14666 8.95188  -0.421
C 22.43794 25.33456 8.51786  -0.480
N 22.50234 26.41297 7.58031  0.127
C 23.74341 26.84116 7.44542  -0.103
C 21.43725 26.58341 6.53138  -0.816
H 25.69806 25.48084 10.69452  0.313
H 27.41858 26.19284 10.70426  0.330
H 26.89828 24.80283 9.65844  0.324
H 26.56433 26.80999 8.16175  0.343
H 25.62317 27.55917 9.58887  0.307
H 24.17985 24.52277 9.65714  0.474
H 21.52949 24.90479 8.94556  0.396
H 24.03091 27.73050 6.91574  0.430
H 20.94350 27.55298 6.66760  0.324
H 20.71784 25.79244 6.72044  0.325
H 21.76651 26.54159 5.46913  0.337
C 9.20112 22.11675 35.22234  -0.505
C 10.51612 22.37093 34.75411  -0.519
N 9.50460 32.27680 36.98822  -0.373
C 10.37664 32.99440 36.34892  -0.371
C 9.66372 33.77339 35.27269  -0.038
N 8.46134 33.82665 35.71620  0.045
C 8.43562 32.98063 36.96052  -0.086
C 7.23225 34.32452 35.14465  -0.791
H 8.97840 22.65716 36.14880  0.214
H 8.44077 21.44567 34.87204  0.282
H 7.31869 27.50014 26.43580  -0.057
H 11.42773 22.33775 35.34611  0.287
H 10.29033 22.82023 33.81387  0.241
H 11.37625 33.11158 36.77439  0.351
H 10.19748 34.15504 34.38931  0.383
H 7.64497 32.89934 37.73058  0.346
H 6.89971 33.49992 34.42406  0.338
H 7.40534 35.11052 34.49733  0.349
H 6.47469 34.29082 35.92598  0.252
C 12.19234 9.36016 17.85731  -1.255
C 13.70624 9.54686 18.16891  0.223
C 14.19976 10.79029 17.35023  -1.070
N 15.55360 11.32944 17.78052  0.535
C 15.48091 11.86065 19.18994  0.442
C 16.08002 12.44658 16.82088  -0.589
C 17.56868 12.14022 16.63526  -0.253
C 17.86917 10.98295 17.66915  -0.880
C 16.50973 10.21314 17.77054  -0.700
H 11.65223 10.19617 18.26129  0.119
H 11.73125 8.42813 18.19330  0.391
H 11.98258 9.35405 16.74373  0.386
H 14.29766 8.74406 17.70541  0.456
H 14.00138 9.63001 19.22607  -0.032
H 13.58873 11.69909 17.37734  0.489
H 14.40101 10.52984 16.26677  0.520
H 16.46019 12.02511 19.59065  -0.272
H 14.89120 11.04796 19.70498  -0.767
H 14.74192 12.71648 19.35779  0.220
H 15.86488 13.47012 17.29643  0.251
H 15.46723 12.46418 15.88544  0.311
H 18.22233 13.07680 16.72192  0.111
H 17.74826 11.76413 15.64278  0.458
H 18.23577 11.32687 18.59760  0.140
H 18.65416 10.30382 17.38175  0.683
H 16.31922 9.65929 18.65278  0.394
H 16.29184 9.63773 16.89649  0.569
C 22.65945 6.86476 12.40340  -1.463
C 21.91775 8.17024 12.41408  0.080
C 22.54199 9.17563 11.45122  -0.835
N 22.00708 10.53859 11.57720  0.222
C 20.55530 10.56343 11.26057  -0.984
C 22.69847 11.49664 10.61370  -0.674
C 22.60846 12.88375 11.25466  -0.678
C 22.35993 12.64550 12.80813  -0.408
C 22.26076 11.07717 12.92983  -0.859
H 23.74140 6.87276 12.54582  0.350
H 22.49756 6.34074 11.44519  0.374
H 22.28297 6.10454 13.05275  0.401
H 21.92960 8.61613 13.43617  0.148
H 20.86886 8.03234 12.08274  0.266
H 22.34568 8.91484 10.40990  0.516
H 23.67213 9.19164 11.59871  0.400
H 19.96750 10.05542 12.03874  0.349
H 20.39964 10.26016 10.22649  0.334
H 20.26241 11.59872 11.24654  0.493
H 22.26416 11.41140 9.66489  0.472
H 23.69393 11.08980 10.45776  0.454
H 21.83456 13.55179 10.81780  0.358
H 23.57469 13.37079 11.06248  0.324
H 21.36086 13.14052 12.95875  0.278
H 23.07254 13.10291 13.47891  0.214
H 21.53186 10.67562 13.62798  0.513
H 23.27124 10.65970 13.21808  0.356
C 30.07189 15.62141 16.66658  -1.324
C 28.93967 14.85739 17.37062  -0.260
C 27.77427 14.71798 16.41462  -0.843
N 26.60871 13.95116 17.07780  0.262
C 25.84139 14.75314 18.14255  -1.215
C 27.10100 12.55872 17.73363  -0.629
C 25.88126 11.68460 17.59745  -0.819
C 25.45503 11.96579 16.15187  -0.297
C 25.56670 13.53966 16.03907  -0.571
H 30.37933 15.05888 15.78452  0.338
H 30.96091 15.73912 17.24379  0.404
H 29.70741 16.61232 16.27885  0.312
H 28.48310 15.26239 18.24046  0.408
H 29.34552 13.89870 17.71413  0.334
H 27.95038 14.31868 15.41639  0.461
H 27.30990 15.67790 16.30665  0.388
H 26.36508 15.06718 19.01064  0.424
H 24.94176 14.19259 18.30133  0.568
H 25.57742 15.68414 17.56929  0.367
H 27.35582 12.94751 18.72451  0.380
H 27.89196 12.34721 17.01706  0.447
H 25.08381 11.84410 18.37925  0.194
H 26.17748 10.67263 17.82831  0.515
H 24.43531 11.69990 16.08153  0.268
H 26.17330 11.42120 15.51520  0.332
H 24.63379 14.02368 16.17124  0.310
H 26.05705 13.87090 15.11386  0.240
C 8.22708 13.99539 25.33268  -1.512
C 9.31602 13.53863 24.38119  0.249
C 9.42905 14.65362 23.30836  -1.108
N 10.50502 14.44212 22.23657  0.798
C 11.91121 14.60310 22.84882  -1.287
C 10.43491 15.46675 21.06669  -0.048
C 10.58354 14.61279 19.78846  -0.647
C 11.02470 13.21567 20.25249  0.234
C 10.36753 13.13449 21.60870  -1.374
H 8.49761 14.94836 25.80289  0.348
H 8.05790 13.29310 26.16352  0.385
H 7.28888 14.18830 24.78812  0.372
H 8.90988 12.61216 23.97286  0.301
H 10.21450 13.44085 25.02739  0.260
H 9.70722 15.58806 23.78024  0.317
H 8.51212 14.80396 22.78591  0.583
H 11.91440 13.82774 23.67245  0.380
H 12.00438 15.64005 23.17659  0.029
H 12.65677 14.58283 22.05359  0.654
H 11.25737 16.15245 21.18089  -0.187
H 9.42752 15.88650 21.02374  0.344
H 11.43480 15.00381 19.16985  0.313
H 9.58357 14.61068 19.22472  0.372
H 12.08374 13.00524 20.45549  -0.550
H 10.61800 12.38577 19.67971  0.499
H 10.74478 12.33326 22.21718  0.625
H 9.27757 12.99029 21.48677  0.532
C 16.01661 18.47892 20.39750  -1.394
C 16.85903 17.74911 21.47050  -0.183
C 17.43858 16.44926 20.72756  -0.706
N 18.03024 15.33797 21.57471  0.825
C 17.00120 14.44930 22.34181  -1.172
C 19.07593 15.83249 22.59330  -0.619
C 19.90183 14.54098 22.88403  -1.289
C 19.91335 13.82314 21.52073  -0.049
C 18.76537 14.32225 20.65953  -0.489
H 15.67316 19.40394 20.87024  0.252
H 15.12964 17.93017 20.08414  0.187
H 16.57313 18.68466 19.49441  0.598
H 16.22648 17.45579 22.32717  0.282
H 17.63226 18.35485 21.89867  0.494
H 18.31024 16.78242 20.18463  0.353
H 16.64625 15.95630 20.11089  0.118
H 16.34555 14.14507 21.56233  0.464
H 16.40180 15.14879 22.92719  0.287
H 17.52139 13.61180 22.78272  0.446
H 18.59362 16.27670 23.48536  0.309
H 19.65153 16.62945 22.16127  0.517
H 19.38190 13.93847 23.55444  0.353
H 20.83025 14.86374 23.29496  0.555
H 19.90355 12.74001 21.67538  0.320
H 20.87216 14.06291 21.00079  0.183
H 17.94935 13.70366 20.27674  -0.006
H 19.22780 14.76668 19.79347  0.299
C 12.88486 22.42496 20.93491  -1.461
C 11.78269 22.30773 22.03689  0.007
C 10.57338 21.66957 21.34798  -1.026
N 9.26622 21.48206 22.09811  0.074
C 8.73611 22.87226 22.41011  -0.874
C 9.43326 20.59142 23.30448  -0.406
C 7.93338 20.11971 23.64465  -0.592
C 7.21260 20.27480 22.23422  -0.732
C 8.35795 20.60456 21.30799  -0.385
H 13.80424 22.84579 21.41115  0.331
H 12.54797 23.16373 20.24237  0.480
H 13.05715 21.47512 20.46768  0.314
H 11.52722 23.32116 22.34138  0.340
H 12.19913 21.70045 22.83900  0.314
H 10.92532 20.70157 21.07548  0.204
H 10.35458 22.23231 20.46559  0.506
H 8.67340 23.36999 21.46160  0.353
H 9.49410 23.44519 22.96306  0.328
H 7.78008 22.80634 22.92861  0.389
H 9.93652 21.11541 24.13230  0.399
H 10.17096 19.87795 23.01874  0.137
H 7.55747 20.62163 24.44438  0.412
H 8.02828 19.06346 24.01681  0.273
H 6.40860 21.02350 22.27237  0.303
H 6.62784 19.39261 21.93190  0.440
H 8.09026 21.13830 20.41345  0.463
H 8.95790 19.72034 21.18464  0.314
B 13.69706 10.78182 22.13096  0.479
F 13.07489 10.19789 23.27230  -0.404
F 14.14452 12.09509 22.39672  -0.207
F 14.81822 9.99804 21.82856  -0.393
F 12.85042 10.77769 21.00588  -0.190
B 13.11356 18.24415 21.65658  0.419
F 12.93052 18.43083 20.26505  -0.418
F 11.81427 18.05112 22.24231  -0.302
F 13.86607 17.07585 21.84798  -0.237
F 13.61423 19.40000 22.27819  -0.346
B 20.07448 26.65015 15.23988  0.663
F 18.85404 33.22702 20.27881  -0.286
F 20.13443 25.46401 14.65537  -0.229
F 21.10650 27.45489 15.16022  -0.204
F 19.25583 26.78702 16.27611  -0.230
B 21.07877 12.86127 17.82270  0.471
F 21.21579 12.33448 16.56913  -0.236
F 22.33433 13.14566 18.41359  -0.364
F 20.39312 14.12293 17.79808  -0.417
F 20.35586 11.96710 18.71374  -0.374
B 22.46719 17.63523 25.66598  0.403
F 22.33616 19.04933 26.00771  -0.348
F 21.26872 17.06332 25.69446  -0.250
F 23.12373 17.53513 24.45188  -0.402
F 23.45172 16.97286 26.50370  -0.401

- electronic energy (Eh) = -6410.26444
- strongest force on any atom (Eh/bohr) = 0.114
- orbital gap (eV) = 1.03
- total charge = +7
- LUMO energy (eV) = -11.61